Entry 1:
C41H43AuFN10Sb | ωB97M-V/def2-TZVPD

Electronic energy = -71059.5921 eV
⟨S²⟩ = 2.046
Kohn-Sham gap (spin up / spin down) = 8.44 / 5.41 eV
Energy relative to the best compared isomer or geometry (same formula, charge and spin) = 0.0 kJ/mol

```
! wB97M-V def2-TZVPD RIJCOSX def2/J DEFGRID3
* xyz 0 3
Au 0.75494 -0.96716 1.49533
N 0.41290 -0.65558 4.97220
C -0.72944 -0.68066 4.20089
N -1.97123 -0.65015 4.64734
N -2.73718 -0.74150 3.53910
N -2.00356 -0.82483 2.49484
N -0.71884 -0.76509 2.87224
C 1.57003 -1.27919 4.53635
N 2.54321 -1.68231 5.32339
N 3.43192 -2.25625 4.48368
N 3.02438 -2.20079 3.27280
N 1.83255 -1.57354 3.26498
H 0.26837 -0.66525 5.96953
C 2.29261 -2.11466 -3.56259
C 1.48479 -1.21995 -2.62047
C 0.28095 -0.64622 -3.36938
C 2.34142 -0.11695 -2.02190
C 2.69186 0.96278 -2.82920
C 3.41857 2.02371 -2.32914
C 3.81945 2.00857 -1.00516
C 3.50502 0.95961 -0.14488
C 4.07984 1.04461 1.26499
C 4.81537 -0.21169 1.71469
C 3.07229 1.54543 2.30057
C 2.75173 -0.09685 -0.68294
N 2.31846 -1.20088 0.13271
C 2.97574 -2.36762 -0.02183
C 4.28797 -2.41099 -0.57065
C 4.99912 -3.58159 -0.62057
C 4.42643 -4.76912 -0.15929
C 3.13789 -4.77994 0.35244
C 2.43420 -3.60417 0.42320
F 1.17672 -3.64425 0.87587
H 1.67136 -2.92951 -3.93398
H 3.16685 -2.54799 -3.07976
H 2.63698 -1.54054 -4.42470
H 1.08768 -1.83977 -1.81193
H 0.58056 -0.15268 -4.29439
H -0.27006 0.07854 -2.76781
H -0.39784 -1.45478 -3.64529
H 2.37636 0.97215 -3.86321
H 3.67638 2.85750 -2.96758
H 4.41162 2.82677 -0.61441
H 4.84259 1.82638 1.18872
H 4.16001 -1.05137 1.92984
H 5.35900 -0.00354 2.63850
H 5.54875 -0.51796 0.96771
H 2.15917 0.94813 2.33424
H 2.77307 2.57024 2.08970
H 3.51298 1.51426 3.29671
H 4.73100 -1.48420 -0.90368
H 6.00763 -3.57859 -1.00721
H 4.98779 -5.69143 -0.19816
H 2.66606 -5.68591 0.70278
C -3.18467 -0.64403 -3.16512
C -3.03764 0.84725 -3.03873
C -3.45438 1.63682 -4.10835
C -3.40742 3.01866 -4.05112
C -2.93900 3.63437 -2.90339
C -2.50931 2.85949 -1.83711
C -2.54133 1.46819 -1.88433
Sb -1.89350 0.27657 -0.18804
C -1.75526 1.91577 1.16769
C -2.67670 2.12285 2.18851
C -2.49700 3.13318 3.12057
C -1.38336 3.95208 3.03599
C -0.46574 3.75793 2.01677
C -0.63096 2.74796 1.07240
C 0.37864 2.61553 -0.03472
C -3.74422 -0.73402 0.02663
C -3.63695 -2.12200 0.08519
C -4.76049 -2.92349 0.16300
C -6.01406 -2.33127 0.20037
C -6.12569 -0.95431 0.15259
C -5.00258 -0.13053 0.05884
C -5.22183 1.35278 -0.05537
H -3.22234 -0.93788 -4.21391
H -4.10188 -0.99053 -2.68340
H -2.36198 -1.18663 -2.69407
H -3.83099 1.15130 -5.00018
H -3.74114 3.60788 -4.89428
H -2.90947 4.71335 -2.83266
H -2.17896 3.36382 -0.93887
H -3.53492 1.46996 2.28671
H -3.22070 3.26787 3.91249
H -1.22552 4.73675 3.76343
H 0.40202 4.40227 1.94634
H 1.19940 3.31539 0.10571
H -0.06187 2.81539 -1.01155
H 0.80858 1.61125 -0.08530
H -2.65713 -2.58367 0.08304
H -4.66061 -3.99956 0.20980
H -6.90280 -2.94233 0.27704
H -7.10657 -0.49603 0.19086
H -6.04250 1.66758 0.59040
H -5.48050 1.62665 -1.08149
H -4.34310 1.93417 0.21239
*
```


Entry 2:
C22H25N2S2 | ωB97M-V/def2-TZVPD

Electronic energy = -47863.1543 eV
Kohn-Sham gap = 5.46 eV

```
! wB97M-V def2-TZVPD RIJCOSX def2/J DEFGRID3
* xyz 1 1
C -0.57420 -3.22389 2.59384
C -1.38588 -2.00089 2.36986
C -0.77005 -0.75583 2.23319
N 0.67914 -0.66256 2.26424
C 1.56513 -1.35675 1.52558
N 2.80693 -1.01551 1.86596
C 4.05934 -1.58711 1.37681
C 2.73878 -0.02798 2.87246
C 1.43006 0.18245 3.12431
C -1.55069 0.38177 2.01672
C -0.92838 1.71706 1.83966
C -2.92906 0.25775 1.95017
C -3.54996 -0.97325 2.07438
C -5.03049 -1.08054 1.98443
C -2.76426 -2.09504 2.27769
H -1.21094 -4.09971 2.71079
H 0.08663 -3.41012 1.74722
H 0.03638 -3.13370 3.49314
H 3.84888 -2.38635 0.66841
H 4.63747 -0.81250 0.87850
H 4.63610 -1.99493 2.20575
H 3.57845 0.47035 3.32520
H 1.02649 0.85602 3.85969
H -1.68369 2.46798 1.61121
H -0.42125 2.04021 2.74750
H -0.20526 1.70921 1.02389
H -3.52801 1.13701 1.78644
H -5.36227 -2.11254 2.10393
H -5.50917 -0.48468 2.76224
H -5.38662 -0.72669 1.01634
H -3.22790 -3.06283 2.36143
C 2.11963 4.38850 -4.09817
C 1.11644 3.86135 -4.89919
C 0.57224 2.63606 -4.61017
C 1.01548 1.88674 -3.49462
C 0.45136 0.64756 -3.17796
S 0.91686 -0.25337 -1.74973
C 0.07208 -1.76918 -2.18690
C -1.14812 -1.45687 -3.03924
S -0.79397 -0.10512 -4.14932
C 2.03766 2.45055 -2.69574
C 2.57606 3.67472 -2.99876
H 2.54860 5.34924 -4.33315
H 0.76026 4.42330 -5.74646
H -0.21323 2.23633 -5.22388
H 0.77641 -2.40674 -2.73273
H -0.19598 -2.29412 -1.26470
H -1.46677 -2.31732 -3.63672
H -1.99689 -1.16008 -2.41433
H 2.38572 1.90377 -1.83902
H 3.35447 4.08829 -2.38018
*
```


Entry 3:
C4H4NO | ωB97M-V/def2-TZVPD

Electronic energy = -7736.8145 eV
Kohn-Sham gap (spin up / spin down) = 8.05 / 7.42 eV
Energy relative to the best compared isomer or geometry (same formula, charge and spin) = 350.2 kJ/mol

```
! wB97M-V def2-TZVPD RIJCOSX def2/J DEFGRID3
* xyz 1 1
C -0.88194 -0.03447 -0.04652
C 0.40114 0.42672 -0.00524
C -1.16501 -1.46520 -0.12268
C 1.34911 -0.54610 0.09317
N -0.36464 -2.38782 0.05262
O 2.46782 -0.93615 -0.02498
H -1.66704 0.59153 -0.04682
H 0.68641 1.44429 0.14786
H -2.17539 -1.51675 -0.49503
H 3.21996 -0.54674 -0.53689
*
```


Entry 4:
C22H27N3O | ωB97M-V/def2-TZVPD

Electronic energy = -29770.9268 eV
SMILES = C[C@@H]1Cc2ccccc2N1C(=O)CNc1ccccc1N1CCCCC1
Kohn-Sham gap = 8.22 eV
Energy relative to the best compared isomer or geometry (same formula, charge and spin) = 75.1 kJ/mol

```
! wB97M-V def2-TZVPD RIJCOSX def2/J DEFGRID3
* xyz 0 1
C -0.68364 2.91615 -2.30454
C 0.28555 1.82000 -1.85775
C 1.74069 2.23092 -2.13775
C 2.02464 1.56089 -3.44838
C 3.07191 1.74278 -4.32246
C 3.12131 0.96827 -5.47528
C 2.13751 0.02903 -5.72985
C 1.07665 -0.16188 -4.85463
C 1.03038 0.61677 -3.71289
N 0.07988 0.62341 -2.67991
C -0.86862 -0.32663 -2.50660
O -1.07566 -1.20921 -3.31893
C -1.73413 -0.26187 -1.23916
N -1.02723 -0.03130 -0.00144
C -0.19373 -0.98066 0.57367
C 0.56409 -1.84988 -0.20153
C 1.50991 -2.67514 0.38089
C 1.72163 -2.62819 1.74477
C 0.94423 -1.79557 2.53403
C -0.03693 -0.98927 1.97784
N -0.87621 -0.13164 2.72766
C -0.37770 0.45799 3.95267
C -0.64585 -0.34998 5.23037
C -2.12203 -0.72434 5.31653
C -2.53028 -1.44471 4.03591
C -2.26976 -0.53315 2.83314
H -0.54679 3.80556 -1.69462
H -1.71566 2.58844 -2.20966
H -0.49980 3.17155 -3.34633
H 0.12334 1.57672 -0.80707
H 1.85399 3.31347 -2.18469
H 2.41561 1.84997 -1.36686
H 3.83991 2.47332 -4.11491
H 3.93375 1.10058 -6.17403
H 2.18910 -0.56771 -6.62829
H 0.31373 -0.89451 -5.05431
H -2.45824 0.54641 -1.37350
H -2.28955 -1.21221 -1.22838
H -1.53907 0.49801 0.68869
H 0.42606 -1.87312 -1.27035
H 2.08997 -3.34113 -0.23991
H 2.47617 -3.24944 2.20384
H 1.10760 -1.78633 3.60012
H 0.69232 0.63938 3.83296
H -0.87703 1.43148 4.05638
H -0.04963 -1.26341 5.23653
H -0.35094 0.24801 6.09487
H -2.30027 -1.35970 6.18643
H -2.72500 0.18051 5.43083
H -3.58728 -1.71478 4.06591
H -1.94493 -2.36028 3.92350
H -2.56601 -1.04932 1.91754
H -2.87794 0.37573 2.93892
*
```


Entry 5:
C42H112N14O18 | ωB97M-V/def2-TZVPD

Electronic energy = -103080.0551 eV
SMILES = COCCNCCOC.COCCNCCOC.COCCNCCOC.COCCNCCOC.COCCNCCOC.COCCNCCOC.NC(N)=O.NC(N)=O.NC(N)=O.NC(N)=O.OCCO
Kohn-Sham gap = 8.97 eV
Energy relative to the best compared isomer or geometry (same formula, charge and spin) = 83.8 kJ/mol

```
! wB97M-V def2-TZVPD RIJCOSX def2/J DEFGRID3
* xyz 0 1
C 17.48788 29.95747 17.22076
O 17.82233 29.48356 15.92348
C 17.28696 28.18519 15.76292
C 17.45442 28.00881 14.20971
N 17.15313 26.61646 13.77882
C 18.09251 25.53423 14.00615
C 19.51109 25.74015 13.44682
O 19.50124 25.93961 12.04962
C 19.27078 24.78070 11.31942
H 16.41118 29.95662 17.42445
H 17.84299 31.00632 17.27846
H 17.94319 29.34713 18.02286
H 16.24418 28.18396 16.08256
H 17.82371 27.35244 16.26327
H 18.50329 28.34745 13.99877
H 16.74105 28.70246 13.75990
H 16.88155 26.55980 12.83513
H 17.68926 24.59027 13.60233
H 18.22537 25.45568 15.08364
H 20.29096 24.94773 13.74307
H 19.83546 26.80554 13.80068
H 19.82762 24.89442 10.38004
H 18.19043 24.66163 11.08861
H 19.64251 23.84345 11.83941
C 14.44133 13.50951 9.86281
O 15.81903 13.81379 10.01165
C 16.03126 15.12291 10.53876
C 17.49387 15.18709 11.22057
N 17.80493 16.60415 11.18400
C 19.20250 16.89561 11.11488
C 19.62842 18.31604 11.56565
O 20.94308 18.54714 11.12321
C 21.07976 18.77576 9.68997
H 14.39084 12.44720 9.73032
H 14.05279 13.99238 9.00268
H 13.82263 13.83085 10.70636
H 15.28839 15.37756 11.36160
H 15.85455 15.93379 9.79680
H 18.23349 14.61851 10.60068
H 17.34262 14.60598 12.07866
H 17.39343 17.10393 11.97093
H 19.52067 16.79845 10.04812
H 19.90575 16.24939 11.62475
H 19.67729 18.26714 12.64970
H 18.93826 19.10624 11.28495
H 20.16757 18.78478 9.14866
H 21.67084 17.96422 9.31686
H 21.54362 19.73403 9.67484
C 8.26184 22.44196 11.51113
O 9.61519 22.64107 11.16404
C 10.25402 23.68274 11.89774
C 10.75520 23.16454 13.28343
N 11.92420 22.24049 13.17828
C 11.86513 21.05519 14.10201
C 13.00582 20.21145 13.69258
O 12.71156 19.84584 12.39642
C 13.61134 19.04114 11.72098
H 8.17744 22.17144 12.55755
H 7.79195 21.65731 10.82985
H 7.81191 23.34686 11.27975
H 9.57563 24.53684 12.11175
H 11.07261 23.90119 11.26090
H 9.90871 22.66018 13.73321
H 11.02888 24.06207 13.93693
H 11.80224 21.85008 12.24552
H 10.90838 20.56981 13.96858
H 11.97400 21.39632 15.12458
H 13.04842 19.20309 14.20646
H 13.95403 20.71368 13.74843
H 14.68958 19.38902 11.73627
H 13.27752 19.00359 10.71908
H 13.71993 18.02193 12.06040
C 17.84311 17.67022 20.31622
O 17.57600 18.57973 19.23226
C 16.29533 19.14279 19.35122
C 15.76323 19.48938 18.00240
N 14.81797 20.62895 18.15351
C 14.44953 21.25508 16.94225
C 14.05056 22.75558 17.27320
O 15.29136 23.33301 17.61931
C 15.22960 24.70119 17.85884
H 17.00790 17.00554 20.41448
H 17.93336 18.17776 21.25242
H 18.76067 17.15544 20.09145
H 16.43993 20.09122 19.93155
H 15.54640 18.57172 19.97648
H 15.41895 18.67936 17.37964
H 16.67266 19.83504 17.35209
H 15.23953 21.30601 18.80782
H 13.60662 20.80542 16.47366
H 15.26613 21.20008 16.16436
H 13.28752 22.80926 18.05948
H 13.66113 23.22620 16.38545
H 14.70555 24.93756 18.82478
H 14.74262 25.37009 17.05656
H 16.26679 25.12086 17.92056
C 16.12544 18.82082 14.53764
O 15.91427 17.65582 13.82334
C 15.53233 16.60972 14.70090
C 16.60196 16.20137 15.71344
N 17.78814 15.71986 14.97526
C 19.00296 15.77627 15.76623
C 19.27897 17.06586 16.47321
O 19.39319 18.08611 15.49328
C 19.88596 19.34678 16.00107
H 15.26512 19.18026 15.20802
H 16.30483 19.55820 13.76721
H 16.92626 18.65503 15.26597
H 15.18399 15.69992 14.12763
H 14.66528 16.96363 15.25805
H 16.24272 15.35384 16.35474
H 16.77362 17.01197 16.47584
H 17.90096 16.29490 14.14481
H 19.90169 15.49725 15.21431
H 19.05425 15.01866 16.59119
H 20.25448 16.98936 17.03676
H 18.57047 17.32510 17.20757
H 19.81729 19.99961 15.13158
H 20.86154 19.25685 16.35404
H 19.39492 19.66955 16.92831
C 20.74463 21.96065 17.25617
O 19.45637 22.43216 16.88792
C 18.47161 22.14020 17.93304
C 18.74793 23.06718 19.11566
N 18.57110 24.45475 18.62520
C 19.56161 25.34874 19.28670
C 19.68476 26.77273 18.67818
O 20.04548 26.69174 17.29677
C 21.41037 26.99116 17.06272
H 21.34939 22.81579 17.64857
H 21.25733 21.56115 16.38998
H 20.61885 21.24870 18.05903
H 18.52998 21.10505 18.22639
H 17.43307 22.25936 17.60931
H 19.74383 22.79998 19.59753
H 17.97961 22.78317 19.86749
H 18.76401 24.45792 17.64975
H 20.54404 24.95785 19.22830
H 19.31068 25.32688 20.35230
H 20.49829 27.34413 19.18250
H 18.79990 27.37987 18.71254
H 21.82682 27.87194 17.50807
H 21.62360 27.01402 16.00745
H 21.96875 26.13425 17.47428
N 16.29992 23.60696 8.82403
C 15.64220 24.09759 7.75277
N 16.07609 25.33500 7.26689
O 14.89519 23.33394 7.17849
H 16.00416 22.70723 9.23596
H 16.78521 24.22740 9.44403
H 16.66384 25.88531 7.86952
H 15.49056 25.65753 6.56155
N 17.78948 21.95193 14.27200
C 17.99205 21.42651 13.05625
N 16.83307 21.59890 12.33696
O 19.00496 20.87991 12.72047
H 16.84415 22.32512 14.47970
H 18.40127 21.75091 15.04842
H 16.24935 22.29579 12.70575
H 16.71044 21.31240 11.36985
N 22.74758 19.25071 13.46977
C 22.61028 20.40380 14.15320
N 21.99093 21.43319 13.43655
O 23.02461 20.62363 15.26598
H 22.46822 19.12155 12.51027
H 22.97435 18.50681 14.03544
H 21.15190 21.06661 13.07800
H 21.76035 22.30286 13.88770
N 15.99864 18.84738 9.30388
C 15.66929 20.11468 9.02127
N 15.25423 20.32318 7.80877
O 15.81097 21.03774 9.83911
H 16.37864 18.16876 8.68738
H 16.30648 18.70629 10.26420
H 15.21870 21.26454 7.60566
H 15.40592 19.57683 7.08564
O 14.40898 23.29304 13.59997
C 14.09672 24.63615 13.45388
C 14.27548 25.00163 11.99455
O 13.56339 24.21905 11.05107
H 13.55838 22.81262 13.48278
H 13.06891 24.84233 13.74155
H 14.59891 25.42855 14.06081
H 15.31000 25.03246 11.64590
H 13.85708 25.96979 11.76816
H 13.65380 23.25464 11.28280
*
```


Entry 6:
C3H5N3O3S | ωB97M-V/def2-TZVPD

Electronic energy = -24636.3468 eV
SMILES = [H]/N=c1/nc(S(C)(=O)=O)[nH]o1
Kohn-Sham gap = 9.11 eV
Energy relative to the best compared isomer or geometry (same formula, charge and spin) = 289.3 kJ/mol

```
! wB97M-V def2-TZVPD RIJCOSX def2/J DEFGRID3
* xyz 0 1
H -1.79080 1.03512 -3.76752
N -0.87086 0.90704 -3.31017
C -0.96453 0.42302 -2.13467
N 0.15114 0.15209 -1.37967
C -0.28101 -0.26628 -0.22682
S 0.75307 -0.95182 1.19965
C 1.71474 0.46046 1.85204
O 1.69051 -1.99591 0.69228
O -0.19286 -1.42884 2.25549
N -1.65808 -0.08818 -0.18106
O -2.13080 0.17389 -1.49162
H 1.09052 1.31319 2.20369
H 2.40896 0.85026 1.11857
H 2.27515 0.04522 2.67153
H -2.19515 -0.62927 0.49828
*
```